Molecular formula: C57H57BaBrN2O10P2S
Method: DFT, the ωB97M-V functional and the def2-TZVPD basis

The geometry in XYZ format:
```
131
Properties=species:S:1:pos:R:3:forces:R:3:mulliken_charge:R:1
Ba 1.9054 0.4689 -1.2046 0.6 -0.1 0.3 1.07
O -2.6339 -0.4908 4.3176 0.0 0.6 -0.6 -0.03
C -2.0740 -1.1662 5.3916 0.1 -0.1 -1.4 0.82
C -2.8335 -1.8886 6.2890 0.5 -0.4 0.3 -0.83
C -2.1872 -2.6582 7.2593 -0.9 -0.6 0.7 -0.85
C -0.8197 -2.6148 7.3542 1.3 0.6 -0.3 -0.83
C -0.0641 -1.8027 6.4866 -0.5 -0.4 -0.4 -0.50
C -0.6561 -1.1761 5.3747 -0.2 -0.4 1.9 0.13
P 0.2936 -0.5738 3.9599 -0.4 -0.6 -1.1 1.04
C 2.0030 -1.1290 4.2517 0.8 -0.1 0.6 0.32
C 2.3290 -2.4977 4.3843 -1.3 -0.3 -0.1 -0.44
C 3.6193 -2.9769 4.3317 0.5 0.1 -0.1 -0.79
C 4.6620 -2.0374 4.1946 0.1 -1.0 0.7 -0.35
C 4.3822 -0.6881 4.2214 0.4 0.0 -0.3 -0.89
C 3.0742 -0.2283 4.2119 -0.4 -0.2 -0.2 -0.81
C 0.3072 1.1849 4.2577 -0.3 1.5 1.0 0.84
C 0.8521 1.7454 5.4531 -1.0 -0.7 -0.9 -0.29
C 0.6591 3.0826 5.6981 -0.3 0.8 0.2 -0.79
C -0.0839 3.8867 4.8058 0.6 -0.9 0.1 -0.66
C -0.6497 3.3331 3.6570 0.0 0.8 0.4 -0.64
C -0.4758 1.9869 3.3959 1.2 -1.0 0.2 -0.26
C -3.9781 -0.6017 3.9426 1.3 0.2 1.0 -0.49
C -4.9204 -0.1996 4.8911 -1.0 -0.6 -0.6 -0.66
C -6.2254 -0.6401 4.6568 -0.7 0.4 0.4 -0.20
C -6.5646 -1.3779 3.5099 0.5 -0.4 -0.1 -1.04
C -5.5929 -1.5946 2.5172 0.1 0.7 0.4 0.25
C -4.2649 -1.0999 2.6660 -1.5 -0.5 1.6 0.05
P -3.0154 -1.0134 1.3583 0.0 -0.6 0.3 1.59
C -4.0987 -0.3035 0.0969 -0.2 1.6 -0.6 0.95
C -3.9189 1.0867 -0.1523 -0.3 -0.6 -0.3 -1.13
C -4.4919 1.6871 -1.2768 0.1 -0.6 0.7 -0.44
C -5.3392 0.9368 -2.0838 0.3 0.1 -0.8 -0.72
C -5.5675 -0.4018 -1.8435 -0.2 -0.4 0.8 -0.80
C -4.9907 -0.9919 -0.7044 -0.4 -0.7 -0.7 0.05
C -2.9808 -2.7769 0.8533 -0.6 0.2 -1.0 0.13
C -3.1446 -3.8419 1.7360 0.5 0.1 -0.5 -0.43
C -2.7283 -5.1195 1.3443 -1.0 -0.2 1.2 -0.58
C -2.3211 -5.3483 0.0562 1.0 -0.7 -1.1 -0.61
C -2.2323 -4.3054 -0.8715 -0.9 -0.1 0.3 -0.62
C -2.6752 -3.0469 -0.5011 1.2 0.2 0.1 -0.65
H -3.8953 -1.9442 6.1563 -0.3 0.1 0.2 0.47
H -2.7800 -3.3023 7.9620 0.6 0.7 -0.9 0.32
H -0.2122 -3.2173 8.0186 -0.5 0.0 0.4 0.39
H 1.0141 -1.7460 6.6630 -0.3 -0.1 -0.4 0.46
H 1.5137 -3.2335 4.5239 0.4 0.5 -0.2 0.40
H 3.7816 -4.0747 4.4032 0.1 1.0 -0.1 0.37
H 5.6985 -2.3702 4.2010 -0.2 0.0 -0.1 0.40
H 5.2143 0.0134 4.2261 -0.2 0.0 -0.1 0.47
H 2.9090 0.8344 4.1219 -0.2 0.1 0.1 0.56
H 1.2867 1.0972 6.2201 0.1 0.2 -0.4 0.36
H 1.0462 3.5159 6.6295 -0.1 -0.1 -0.5 0.36
H -0.1555 4.9325 5.0376 -0.2 0.3 -0.1 0.41
H -1.2177 3.9805 2.9804 0.2 -0.3 0.2 0.38
H -0.8369 1.4992 2.4925 -0.2 0.3 0.1 0.41
H -4.6435 0.3927 5.7735 0.0 -0.5 -0.4 0.50
H -7.0237 -0.4152 5.3927 0.6 -0.1 -0.5 0.35
H -7.5691 -1.8293 3.4226 0.7 0.5 -0.1 0.38
H -5.8542 -2.1361 1.6084 0.0 0.2 0.2 0.31
H -3.3628 1.6718 0.5741 0.4 0.0 -0.3 0.42
H -4.2297 2.6920 -1.5627 -0.2 0.3 0.2 0.47
H -5.7874 1.3861 -2.9614 0.1 0.1 0.0 0.38
H -6.2054 -0.9822 -2.5235 0.2 0.2 0.5 0.41
H -5.2547 -2.0276 -0.4529 0.4 0.3 -0.4 0.20
H -3.6400 -3.6862 2.6878 0.5 0.0 0.2 0.39
H -2.8219 -5.9158 2.1088 0.1 0.3 -0.8 0.38
H -2.0512 -6.3494 -0.3116 0.0 0.4 0.5 0.34
H -1.9054 -4.4937 -1.8911 -0.1 0.0 0.1 0.52
H -2.6714 -2.2624 -1.2724 0.1 -0.1 0.7 0.30
O 2.3061 2.7141 1.4246 0.6 1.1 -0.5 -0.35
C 2.8315 3.8634 1.0680 -0.3 0.8 1.2 0.36
O 2.6472 4.9721 1.6059 -0.4 -2.0 -0.3 -0.75
C 3.8085 3.9145 -0.0959 0.6 2.6 0.1 0.16
C 4.5465 5.1572 -0.1320 0.0 -1.9 -0.5 -0.75
C 5.4101 5.3274 -1.2013 -0.4 1.1 0.0 -0.35
C 5.4680 4.3699 -2.1845 -0.2 -1.7 -0.6 -0.70
C 4.7344 3.1766 -2.0405 0.6 1.2 -0.5 -0.44
N 3.8813 3.0055 -1.0509 -0.4 -1.1 1.1 0.43
H 4.4359 5.8778 0.6649 -0.1 -0.1 -0.1 0.51
H 5.9491 6.2698 -1.3527 -0.1 -0.4 0.3 0.36
H 6.0411 4.4869 -3.0940 0.2 0.1 0.1 0.40
H 4.8158 2.3599 -2.7566 -0.1 0.3 -0.1 0.47
O 0.4615 2.3916 -0.3128 0.4 0.4 1.0 -0.26
H 0.5786 3.1868 -0.8502 0.0 -0.2 -0.1 0.14
H 1.1481 2.5163 0.4674 -1.0 0.2 -0.6 0.12
O 1.6107 -2.1748 -0.1827 1.4 -1.3 0.0 -0.25
H 1.4752 -2.7189 -0.9838 -0.1 0.2 0.5 0.22
H 2.3628 -2.6550 0.2759 -1.3 1.0 -0.6 0.20
O -0.9263 0.0113 -1.4024 -0.2 1.1 -0.3 0.06
H -0.9308 -0.3163 -2.3658 0.0 0.6 0.8 0.34
H -1.2947 0.9391 -1.4009 0.7 -1.4 0.0 0.11
O 3.7610 0.6143 1.1343 0.0 -0.2 -0.2 -0.40
H 4.2673 0.2189 1.8657 -0.6 0.5 -0.3 0.04
H 3.2969 1.4849 1.3874 0.4 -0.7 0.1 0.33
Br 0.5460 7.3893 -3.9609 -0.3 -0.2 0.0 -0.19
C 0.6274 5.7381 -4.8891 0.6 -0.6 -1.4 -0.30
C 0.9276 5.7328 -6.2550 -0.6 0.0 -0.1 -0.25
C 1.0902 4.5235 -6.9900 -0.2 1.9 0.4 -0.64
C 1.1926 3.3490 -6.3118 0.3 -0.4 1.0 -0.46
C 1.1264 3.4188 -4.9129 -0.1 -1.3 0.3 0.29
C 0.6288 4.5139 -4.2415 0.0 0.5 0.7 -0.03
C 1.6821 2.2200 -4.1066 -1.7 0.6 -2.8 0.29
O 2.1250 1.3177 -4.8295 0.7 -0.8 0.9 -0.78
O 1.5315 2.2805 -2.8790 0.2 -0.2 1.3 -0.33
H 0.9024 6.6981 -6.7413 0.2 -0.1 -0.3 0.37
H 1.2090 4.5920 -8.0557 -0.1 0.0 -0.3 0.38
H 1.3441 2.3606 -6.7503 0.3 0.5 0.0 0.43
H 0.2626 4.4212 -3.2192 0.7 0.0 0.0 0.45
C -2.7630 -3.8182 -6.4819 -0.3 0.7 -0.3 -1.40
C -2.1172 -2.7079 -5.6976 0.5 0.4 1.3 1.05
C -2.7963 -1.5796 -5.2259 -0.7 0.4 -0.5 -0.40
C -2.2161 -0.7044 -4.2944 0.2 -1.7 -1.1 -0.60
N -0.9836 -0.8915 -3.8440 0.5 -0.7 -0.3 -0.38
C -0.2560 -1.9280 -4.3236 -0.8 0.8 -0.2 -0.73
C -0.7884 -2.8243 -5.2411 0.3 -0.3 0.2 -0.53
H -3.4772 -4.4098 -5.8910 0.3 0.3 0.1 0.27
H -1.9747 -4.4650 -6.8335 0.0 -0.4 -0.3 0.38
H -3.3344 -3.4024 -7.3259 0.3 -0.2 0.1 0.36
H -3.8090 -1.3415 -5.6074 0.6 -0.3 0.4 0.38
H -2.8070 0.0701 -3.8654 -0.2 0.7 0.3 0.49
H 0.7726 -2.0044 -3.9545 -0.4 -0.1 -0.2 0.55
H -0.1403 -3.6547 -5.5316 -0.4 0.1 -0.1 0.33
C 5.0965 -1.6709 -5.7305 0.1 -0.7 1.5 -0.84
S 5.2825 -1.4257 -3.8127 -0.4 1.8 -1.2 0.61
C 6.4352 -2.5489 -3.1030 1.3 -0.3 -0.6 -0.96
O 4.0283 -1.8237 -3.1377 -1.6 -0.2 0.1 -0.63
H 4.9017 -2.7436 -5.9355 0.3 0.6 0.0 0.32
H 5.9902 -1.2507 -6.2294 -0.5 -0.4 0.3 0.34
H 4.1945 -1.0827 -5.9652 0.4 -0.1 0.3 0.21
H 7.3617 -1.9394 -3.0748 -0.2 -0.9 0.1 0.34
H 6.5449 -3.4823 -3.6633 0.1 0.1 0.1 0.31
H 6.0688 -2.7561 -2.0895 0.1 0.2 -0.4 0.28
```
Forces are in eV/Å.

Computed properties:
E_HOMO   -7.59 eV
Calculated total energy   -6748.63402 Ha
Spin multiplicity   1
ΔE to the lowest compared entry with this formula, charge and spin   0.000 eV
LUMO   -0.15 eV
Maximum force   3.38 eV/A
Net charge   0